[1]
6
Properties=species:S:1:pos:R:3:forces:R:3:mulliken_charge:R:1 method="wB97M-V/def2-TZVPD" smiles="Cl/C=C/Cl" lumo_ev=0.966 e_above_lowest_kcal_mol=5.94 max_force_ev_per_a=5.27 gap_ev=10.79
C -0.448 0.418 -0.012 -4.21 3.14 0.50 -0.179
C 0.510 -0.393 0.054 2.79 -3.84 -0.55 -0.168
H -0.445 1.483 0.114 0.64 0.29 -0.36 0.346
H 0.354 -1.474 0.023 0.01 0.38 0.07 0.319
Cl -2.130 -0.065 -0.087 0.33 -0.32 0.06 -0.167
Cl 2.159 0.032 -0.091 0.44 0.35 0.30 -0.150

[2]
8
Properties=species:S:1:pos:R:3:forces:R:3:mulliken_charge:R:1 method="wB97M-V/def2-TZVPD" smiles=F[C@H](Cl)[C@@H](F)Cl lumo_ev=0.908 e_above_lowest_kcal_mol=7.10 max_force_ev_per_a=3.04 gap_ev=12.45
C 0.531 -0.380 0.342 -0.38 -0.40 0.94 0.123
C -0.522 0.401 -0.398 -0.59 1.10 2.77 0.053
H 0.444 -0.289 1.432 0.21 0.89 -0.32 0.267
H -0.235 0.630 -1.383 -0.12 0.08 -1.41 0.316
F 0.347 -1.686 0.155 0.10 -1.80 -0.77 -0.237
F -0.559 1.603 0.331 -0.12 -0.29 -0.80 -0.241
Cl 2.085 0.089 -0.268 0.85 0.29 0.00 -0.144
Cl -2.092 -0.367 -0.211 0.05 0.13 -0.42 -0.138

[3]
8
Properties=species:S:1:pos:R:3:forces:R:3:mulliken_charge:R:1 method="wB97M-V/def2-TZVPD" lumo_ev=-1.032 e_above_lowest_kcal_mol=73.04 max_force_ev_per_a=1.43 gap_ev=7.72
C -0.130 -0.819 -1.658 -0.09 0.16 0.18 -0.586
C 0.708 0.752 2.174 0.93 -1.08 0.15 -0.137
Cl -0.634 -1.201 0.001 -0.03 -0.05 -0.30 -0.105
Cl 0.034 2.116 1.565 -0.64 1.03 -0.08 0.049
I 0.211 0.335 4.165 -0.20 0.15 0.08 0.076
I -0.361 1.260 -2.137 0.03 -0.31 -0.05 0.067
H 0.922 -1.062 -1.762 -0.08 0.04 -0.01 0.304
H -0.750 -1.380 -2.348 0.06 0.06 0.05 0.333

[4]
8
Properties=species:S:1:pos:R:3:forces:R:3:mulliken_charge:R:1 method="wB97M-V/def2-TZVPD" lumo_ev="-1.487 / -1.398" e_above_lowest_kcal_mol=76.31 max_force_ev_per_a=4.11 gap_ev="7.79 / 8.20"
C 1.069 1.062 -0.170 -0.25 -2.74 0.40 0.398
C 0.773 -0.257 0.177 -2.00 0.09 2.19 -0.564
N 1.210 2.150 -0.423 0.54 3.41 -0.77 -0.310
N -1.250 -0.392 -0.558 3.76 1.45 -0.78 -0.182
Cl -1.562 -1.934 -0.142 -1.10 -1.99 0.95 -0.001
Cl -1.947 0.829 0.300 -1.46 0.79 1.05 0.005
H 0.897 -1.028 -0.521 0.88 -0.96 -0.53 0.383
H 0.810 -0.431 1.336 -0.38 -0.06 -2.51 0.270

[5]
7
Properties=species:S:1:pos:R:3:forces:R:3:mulliken_charge:R:1 method="wB97M-V/def2-TZVPD" smiles="O=CC(Cl)Cl" lumo_ev=0.225 e_above_lowest_kcal_mol=23.19 max_force_ev_per_a=2.77 gap_ev=10.73
C 0.687 0.197 0.462 0.43 -1.37 2.37 0.051
C -0.825 0.449 0.218 1.23 0.87 0.52 0.108
O -1.583 0.145 -0.644 0.40 -0.48 0.41 -0.406
Cl 1.465 -1.330 0.073 -0.34 -0.46 -0.19 -0.152
Cl 1.439 1.473 -0.360 0.93 1.88 -1.36 -0.115
H 0.963 0.422 1.571 -1.07 -0.76 -1.76 0.259
H -0.912 1.236 0.985 -1.59 0.32 0.00 0.255

[6]
9
Properties=species:S:1:pos:R:3:forces:R:3:mulliken_charge:R:1 method="wB97M-V/def2-TZVPD" lumo_ev=-0.153 e_above_lowest_kcal_mol=64.49 max_force_ev_per_a=3.04 gap_ev=10.01
C 2.425 0.628 1.015 -0.15 -0.14 -0.08 -0.247
C 2.277 -0.557 0.884 0.61 0.84 -0.27 0.027
O -1.563 -1.362 -1.384 0.22 -1.22 -2.15 -0.362
O -0.946 0.806 -0.361 -1.14 -1.55 0.61 -0.391
S -1.872 -0.588 -0.258 0.76 1.42 2.58 0.667
Cl 2.409 -2.126 0.455 -0.29 -0.46 0.14 -0.135
Cl -3.868 0.123 -0.468 0.47 0.30 -0.21 -0.247
H 2.571 1.687 1.042 -0.19 -0.25 0.21 0.357
H -1.433 1.390 -0.926 -0.29 1.06 -0.83 0.333

[7]
9
Properties=species:S:1:pos:R:3:forces:R:3:mulliken_charge:R:1 method="wB97M-V/def2-TZVPD" lumo_ev="-0.808 / -0.911" e_above_lowest_kcal_mol=47.91 max_force_ev_per_a=5.40 gap_ev="7.98 / 7.70"
C 0.286 -0.037 -0.147 5.13 1.55 0.65 0.175
C -0.904 -0.392 0.585 -0.34 -0.61 1.62 0.048
O 2.848 0.898 0.024 -0.65 -0.50 0.58 -0.489
O 0.495 0.197 -1.454 0.25 -0.15 1.11 -0.443
S 1.786 0.286 0.866 -2.66 -0.38 -2.68 0.323
Cl -1.786 -1.623 -0.382 -0.08 0.23 0.62 -0.141
Cl -1.891 1.058 0.939 -0.47 0.10 -0.34 -0.111
H -0.622 -0.721 1.660 -0.41 -0.05 -2.07 0.296
H -0.212 0.335 -2.091 -0.76 -0.19 0.50 0.343

[8]
8
Properties=species:S:1:pos:R:3:forces:R:3:mulliken_charge:R:1 method="wB97M-V/def2-TZVPD" lumo_ev="-1.351 / -1.351" e_above_lowest_kcal_mol=82.62 max_force_ev_per_a=1.08 gap_ev="7.18 / 7.18"
C -1.683 0.275 -0.786 0.98 0.22 -0.39 -0.261
C 1.788 0.046 0.290 -0.53 -0.41 0.07 0.378
O -1.868 -0.467 0.247 -0.54 -0.40 0.49 -0.190
S 1.073 -1.212 1.020 0.59 0.31 -0.06 -0.288
Cl 2.325 -0.001 -1.334 0.06 0.12 0.16 -0.047
Cl 2.065 1.555 1.061 0.04 -0.13 -0.14 -0.062
H -2.672 0.691 -1.066 -0.20 -0.23 0.34 0.150
H -1.029 -0.887 0.568 -0.41 0.51 -0.47 0.320

[9]
8
Properties=species:S:1:pos:R:3:forces:R:3:mulliken_charge:R:1 method="wB97M-V/def2-TZVPD" lumo_ev=-0.798 e_above_lowest_kcal_mol=40.08 max_force_ev_per_a=4.96 gap_ev=8.42
C -0.947 -0.151 -0.060 -0.37 -1.66 -1.87 0.057
C 0.435 0.147 -0.540 0.30 -1.68 -1.89 0.008
S -1.701 -1.384 -0.741 -0.71 -0.61 -0.28 -0.217
S 1.482 -0.481 0.769 1.97 -1.16 0.07 -0.188
Cl -1.661 0.694 1.191 -0.04 1.07 0.98 -0.066
Cl 0.610 1.832 -0.863 0.34 1.16 -0.47 -0.115
H 0.708 -0.618 -1.741 -0.86 2.41 4.25 0.354
H 1.074 -0.040 1.985 -0.64 0.47 -0.78 0.166

[10]
8
Properties=species:S:1:pos:R:3:forces:R:3:mulliken_charge:R:1 method="wB97M-V/def2-TZVPD" smiles="S=C(Cl)[C@H](S)Cl" lumo_ev=-1.301 e_above_lowest_kcal_mol=7.92 max_force_ev_per_a=3.40 gap_ev=8.26
C -1.497 -0.825 1.834 2.13 0.86 2.50 0.224
C -0.673 -0.747 0.596 0.39 -0.87 -1.62 -0.328
S -0.761 -0.619 3.316 -1.00 -0.57 -1.88 -0.152
S -0.871 0.900 -0.167 1.28 -0.32 0.46 -0.071
Cl -3.154 -0.806 1.622 -1.17 -0.27 -0.03 -0.075
Cl -1.210 -2.008 -0.661 0.17 0.32 0.69 -0.131
H 0.380 -1.033 0.763 -0.64 0.61 0.17 0.367
H -2.152 0.671 -0.199 -1.16 0.24 -0.30 0.166